[1]
{
  "formula": "C33H38IN6O5P",
  "method": "wB97M-V/def2-TZVPD",
  "homo_energy_ev": -8.62,
  "orbital_gap_ev": 8.272,
  "multiplicity": 1,
  "e_lumo_ev": -0.35,
  "elements": ["N", "P", "C", "O", "C", "O", "O", "C", "I", "C", "C", "C", "C", "O", "C", "O", "H", "H", "H", "H", "H", "H", "H", "H", "H", "H", "H", "H", "H", "N", "C", "C", "C", "C", "C", "H", "H", "H", "H", "H", "N", "C", "C", "C", "C", "C", "H", "H", "H", "H", "H", "N", "C", "C", "C", "C", "C", "H", "H", "H", "H", "H", "N", "C", "C", "C", "C", "C", "H", "H", "H", "H", "H", "N", "C", "C", "C", "C", "C", "H", "H", "H", "H", "H"],
  "xyz": [[6.013, -0.047, 0.958], [4.698, 0.919, 1.174], [3.740, 1.175, -0.494], [3.812, 2.651, -0.759], [2.916, 3.165, 0.330], [2.991, 4.436, 0.802], [2.000, 2.079, 0.814], [2.079, 1.121, -0.307], [1.473, 2.441, -2.000], [1.354, -0.345, -0.189], [-0.173, -0.182, -0.791], [-1.208, -1.379, -0.364], [-2.155, -0.986, 0.957], [-3.437, -0.359, 0.501], [-3.285, 1.098, 0.355], [-3.972, 1.767, -0.606], [6.011, -0.297, -0.063], [3.808, 0.320, 2.178], [5.207, 2.206, 1.666], [3.958, 0.444, -1.381], [1.983, -1.082, -0.886], [1.397, -0.754, 0.913], [-0.163, -0.159, -1.984], [-0.606, 0.826, -0.382], [-1.990, -1.506, -1.257], [-0.690, -2.414, -0.166], [-2.480, -2.016, 1.449], [-1.567, -0.319, 1.727], [-2.545, 1.772, 0.995], [2.102, 6.938, -2.647], [2.407, 8.185, -3.066], [3.199, 9.067, -2.348], [3.707, 8.648, -1.123], [3.408, 7.370, -0.664], [2.611, 6.558, -1.455], [1.985, 8.467, -4.027], [3.414, 10.057, -2.735], [4.330, 9.312, -0.531], [3.788, 7.013, 0.287], [2.353, 5.551, -1.141], [0.465, -1.828, 3.453], [1.404, -2.774, 3.677], [1.329, -3.708, 4.698], [0.226, -3.670, 5.544], [-0.756, -2.707, 5.341], [-0.594, -1.818, 4.290], [2.247, -2.760, 2.991], [2.111, -4.447, 4.829], [0.133, -4.385, 6.356], [-1.627, -2.651, 5.983], [-1.336, -1.050, 4.088], [-7.750, -2.565, 0.495], [-6.519, -2.036, 0.323], [-6.232, -1.031, -0.586], [-7.269, -0.539, -1.372], [-8.547, -1.065, -1.220], [-8.737, -2.066, -0.281], [-5.743, -2.455, 0.958], [-5.225, -0.641, -0.680], [-7.082, 0.248, -2.097], [-9.376, -0.704, -1.818], [-9.717, -2.507, -0.123], [4.165, -4.796, 2.569], [4.170, -5.472, 1.399], [4.435, -6.828, 1.293], [4.716, -7.536, 2.457], [4.720, -6.868, 3.677], [4.440, -5.511, 3.681], [3.948, -4.875, 0.519], [4.423, -7.320, 0.327], [4.930, -8.600, 2.413], [4.936, -7.391, 4.601], [4.427, -4.946, 4.609], [-1.661, 1.710, -4.280], [-2.844, 1.523, -3.655], [-4.034, 1.266, -4.318], [-4.012, 1.199, -5.707], [-2.809, 1.388, -6.379], [-1.671, 1.637, -5.629], [-2.810, 1.589, -2.571], [-4.955, 1.121, -3.764], [-4.925, 1.000, -6.261], [-2.759, 1.343, -7.461], [-0.708, 1.789, -6.107]],
  "atomic_forces_ev_per_a": [[-2.273, 1.139, -1.125], [2.875, -2.564, -0.785], [-2.991, 0.151, -0.102], [-0.681, -0.560, 4.243], [0.712, 5.575, 1.874], [-0.719, -9.573, -3.229], [2.127, 2.074, -1.812], [2.208, -0.433, -0.043], [-1.651, -1.122, -0.791], [0.044, 0.705, -0.641], [-0.387, -0.714, 0.051], [-1.034, 0.487, 0.015], [0.853, -1.700, -0.222], [2.599, 4.091, 0.418], [-3.508, 2.285, -5.286], [4.158, -4.720, 6.397], [0.260, 0.146, 1.273], [0.317, 1.071, -0.780], [-1.361, -0.701, -0.321], [0.414, 1.929, 1.594], [-1.344, 1.669, 1.538], [-0.251, 0.966, -2.032], [0.219, 0.236, 2.762], [0.808, -1.802, -0.964], [1.744, 0.112, 1.961], [-0.893, 2.097, -0.370], [0.612, 2.432, -0.846], [-1.271, -1.231, -1.503], [-1.379, -2.110, -0.882], [0.586, 0.675, 0.498], [-0.255, -0.857, 0.203], [0.065, -0.102, 0.202], [-0.016, -0.051, 0.012], [0.095, 0.309, -0.069], [-0.459, 0.041, -0.856], [0.048, 0.021, 0.062], [-0.035, -0.088, 0.013], [-0.067, -0.071, -0.065], [-0.072, -0.034, -0.118], [0.069, 0.215, -0.003], [-0.167, -0.615, 0.669], [-0.433, 0.685, -0.352], [-0.257, 0.033, 0.199], [0.030, 0.000, -0.024], [0.173, -0.137, -0.002], [0.633, 0.058, -0.567], [0.011, -0.134, 0.107], [-0.095, 0.105, -0.073], [0.006, 0.086, -0.093], [0.073, 0.017, -0.079], [0.009, -0.066, 0.088], [0.159, 0.703, -0.648], [-0.869, -0.380, 0.122], [-0.126, 0.122, -0.258], [-0.046, -0.062, 0.028], [0.264, 0.099, -0.016], [0.598, -0.412, 0.585], [-0.009, 0.064, -0.048], [-0.298, -0.089, -0.017], [-0.004, -0.070, 0.100], [0.049, -0.047, 0.068], [0.060, 0.052, -0.042], [0.115, -0.998, -0.034], [-0.029, 0.563, 0.757], [0.061, -0.110, 0.253], [-0.004, 0.000, -0.003], [-0.011, -0.103, -0.246], [-0.177, 0.542, -0.724], [0.025, -0.073, 0.040], [0.001, 0.068, 0.084], [-0.025, 0.128, 0.006], [-0.020, 0.069, -0.077], [0.062, -0.066, -0.038], [-0.811, -0.236, -0.589], [0.916, 0.131, -0.172], [0.011, -0.022, -0.323], [-0.007, -0.002, 0.027], [-0.203, -0.031, 0.152], [0.122, 0.068, 0.876], [-0.108, 0.009, -0.155], [0.117, 0.032, 0.004], [0.101, 0.023, 0.058], [0.019, 0.009, 0.098], [-0.087, -0.007, -0.009]]
}

---

[2]
{
  "formula": "C28H24Cl3F4N6O3SbTl",
  "method": "wB97M-V/def2-TZVPD",
  "homo_energy_ev": [-9.55, -9.55],
  "relative_energy_kcal_mol": 18.54,
  "total_charge": 1,
  "orbital_gap_ev": [3.786, 3.792],
  "multiplicity": 1,
  "e_lumo_ev": [-5.77, -5.76],
  "elements": ["Tl", "C", "C", "N", "O", "C", "C", "N", "O", "H", "H", "H", "H", "H", "H", "H", "Cl", "C", "C", "C", "Cl", "C", "O", "C", "Cl", "C", "H", "H", "F", "C", "C", "F", "C", "C", "C", "F", "C", "C", "C", "N", "C", "N", "F", "C", "C", "N", "C", "N", "C", "C", "Sb", "C", "C", "C", "C", "H", "H", "H", "H", "H", "H", "H", "H", "H", "H", "H", "H", "H", "H", "H"],
  "xyz": [[1.854, 0.956, -0.586], [0.737, -2.859, 2.541], [1.127, -1.573, 1.881], [0.693, -1.181, 0.717], [-0.284, -2.080, 0.095], [2.064, -0.707, 2.559], [2.709, -1.082, 3.870], [2.313, 0.435, 1.946], [3.080, 1.331, 2.371], [0.096, -3.458, 1.901], [0.213, -2.660, 3.476], [1.635, -3.424, 2.794], [-1.113, -1.597, 0.169], [3.353, -1.960, 3.769], [1.972, -1.286, 4.650], [3.328, -0.245, 4.188], [-4.789, 2.431, -4.078], [-3.374, 1.544, -3.657], [-2.120, 2.122, -3.803], [-0.996, 1.432, -3.391], [0.557, 2.170, -3.496], [-1.080, 0.143, -2.845], [0.034, -0.462, -2.403], [-2.356, -0.410, -2.758], [-2.451, -2.028, -2.163], [-3.500, 0.265, -3.145], [-2.021, 3.118, -4.213], [-4.472, -0.200, -3.038], [-4.817, 4.981, 0.347], [-4.869, 3.748, 0.799], [-5.995, 3.318, 1.392], [-7.003, 4.148, 1.507], [-6.124, 1.984, 1.930], [-4.970, 1.138, 1.749], [-3.846, 1.578, 1.163], [-2.852, 0.718, 1.006], [-3.699, 2.920, 0.668], [-2.530, 3.379, 0.111], [-1.322, 2.631, 0.145], [-0.309, 2.094, 0.161], [-2.406, 4.637, -0.555], [-2.243, 5.601, -1.160], [-5.018, -0.114, 2.140], [-7.256, 1.550, 2.565], [-8.454, 2.324, 2.657], [-9.461, 2.874, 2.728], [-7.353, 0.273, 3.198], [-7.484, -0.733, 3.738], [-0.067, -5.301, -3.315], [-0.345, -4.453, -2.083], [0.483, -2.460, -2.487], [0.939, -2.293, -4.590], [-0.255, -1.915, -5.466], [2.426, -2.393, -1.585], [3.277, -3.582, -2.029], [-0.401, -6.324, -3.132], [0.999, -5.346, -3.548], [-0.602, -4.933, -4.191], [0.198, -4.794, -1.202], [-1.402, -4.380, -1.854], [1.378, -3.240, -4.906], [1.707, -1.519, -4.620], [-1.025, -2.689, -5.464], [0.081, -1.776, -6.494], [-0.710, -0.979, -5.143], [2.283, -2.385, -0.512], [2.874, -1.445, -1.881], [2.822, -4.537, -1.756], [4.241, -3.531, -1.522], [3.471, -3.578, -3.103]],
  "atomic_forces_ev_per_a": [[0.730, -0.214, 0.769], [-0.094, -0.070, -0.091], [0.219, 0.286, 0.066], [-0.451, 0.175, -0.611], [0.506, -0.330, -0.012], [0.215, -0.307, 0.600], [-0.122, 0.063, -0.210], [-0.216, 0.647, -1.214], [-0.024, -0.540, 0.400], [0.021, -0.014, 0.036], [0.042, 0.043, 0.004], [-0.008, 0.028, 0.023], [-0.088, 0.107, -0.024], [-0.024, 0.013, 0.052], [0.051, -0.003, 0.013], [-0.026, -0.002, 0.003], [-0.039, 0.045, -0.062], [0.128, -0.102, 0.099], [-0.082, 0.155, 0.051], [0.071, -0.155, 0.147], [-0.059, 0.112, -0.243], [-0.173, 0.175, -0.007], [-0.026, -1.015, 0.113], [0.171, 0.346, -0.113], [-0.485, -0.139, 0.006], [-0.101, -0.083, 0.042], [0.008, -0.020, 0.029], [0.043, 0.019, -0.041], [0.032, 0.346, -0.093], [-0.391, -0.201, 0.082], [0.413, 0.063, -0.266], [-0.302, 0.189, 0.062], [-0.724, -0.251, 0.415], [0.410, 0.323, -0.185], [-0.417, -0.128, 0.300], [0.409, -0.175, -0.127], [0.738, 0.247, -0.343], [-0.759, -0.080, 0.267], [0.213, -0.149, -0.106], [-0.306, 0.097, 0.094], [0.099, 0.286, -0.197], [0.002, -0.161, 0.108], [-0.091, -0.390, 0.143], [0.470, 0.203, -0.265], [-0.305, 0.170, 0.021], [0.144, -0.075, 0.028], [-0.074, -0.318, 0.121], [0.003, 0.115, -0.063], [0.002, -0.050, 0.012], [0.229, 0.474, -0.184], [0.751, 0.340, 0.181], [-0.419, -0.137, 0.249], [0.069, -0.039, 0.039], [-0.255, -0.142, -0.215], [-0.102, 0.003, -0.085], [0.016, 0.027, 0.010], [-0.044, -0.025, -0.027], [0.032, -0.017, 0.001], [-0.010, 0.104, 0.027], [0.036, 0.064, 0.059], [0.045, 0.029, 0.048], [0.042, -0.019, 0.088], [0.005, 0.018, -0.017], [-0.049, -0.026, -0.004], [-0.009, 0.005, -0.041], [-0.070, 0.085, 0.121], [-0.029, 0.015, -0.049], [0.020, 0.006, -0.028], [-0.002, -0.008, -0.027], [-0.008, -0.035, 0.020]]
}

---

[3]
{
  "formula": "C3H5BrS",
  "method": "wB97M-V/def2-TZVPD",
  "homo_energy_ev": -8.93,
  "relative_energy_kcal_mol": 47.45,
  "orbital_gap_ev": 9.240,
  "multiplicity": 1,
  "e_lumo_ev": 0.31,
  "elements": ["C", "C", "C", "S", "Br", "H", "H", "H", "H", "H"],
  "xyz": [[-0.071, 0.169, -0.668], [-0.126, 0.324, 1.374], [-0.182, -1.348, -0.447], [-0.897, -1.321, 1.251], [-1.089, -2.653, -1.737], [-0.962, 0.771, -0.931], [0.936, 0.523, -1.012], [0.850, 0.240, 1.686], [-0.704, 1.154, 1.672], [0.793, -1.939, -0.478]],
  "atomic_forces_ev_per_a": [[0.847, 0.361, 3.535], [-1.329, -1.634, -5.127], [0.768, -1.167, 0.531], [-0.009, 0.001, -0.719], [-0.075, 1.035, 0.420], [0.654, -0.730, -0.125], [-1.301, -0.249, -0.080], [2.115, 0.213, 0.800], [-0.585, 0.658, 0.414], [-1.086, 1.512, 0.352]]
}

---

[4]
{
  "formula": "C7H13N4O",
  "method": "wB97M-V/def2-TZVPD",
  "homo_energy_ev": -12.95,
  "relative_energy_kcal_mol": 88.91,
  "total_charge": 1,
  "orbital_gap_ev": 10.022,
  "multiplicity": 1,
  "e_lumo_ev": -2.93,
  "elements": ["C", "C", "C", "C", "C", "C", "C", "N", "N", "N", "N", "O", "H", "H", "H", "H", "H", "H", "H", "H", "H", "H", "H", "H", "H"],
  "xyz": [[-0.894, -2.388, 0.513], [-0.956, -0.506, 1.522], [0.336, 1.597, -1.091], [1.093, 0.404, -0.867], [0.235, 2.284, -2.416], [2.131, -0.382, -0.771], [1.204, -0.663, 2.641], [0.163, -2.359, 1.314], [-1.664, -1.326, 0.674], [0.073, -1.156, 1.883], [-2.846, -1.108, 0.154], [-0.331, 0.343, -0.808], [-1.075, -3.235, -0.050], [-1.318, 0.445, 2.007], [0.236, 2.342, -0.230], [0.741, 3.203, -2.344], [-0.873, 2.662, -2.625], [0.596, 1.660, -3.272], [1.470, -1.418, 3.436], [1.990, -1.460, -0.609], [3.114, 0.088, -0.512], [1.929, -0.328, 1.892], [1.024, 0.219, 3.254], [-2.962, -1.163, -0.847], [-3.629, -0.670, 0.685]],
  "atomic_forces_ev_per_a": [[1.759, -0.930, 2.059], [-3.520, 1.867, 0.011], [0.425, 2.028, 1.535], [-1.533, 0.618, 0.048], [-2.992, -0.781, -1.242], [0.849, -0.329, 1.294], [0.682, -0.116, 1.486], [-0.357, 0.022, -1.652], [1.859, 1.490, 2.145], [1.788, -0.407, 1.370], [-3.947, 0.830, -1.090], [1.171, -0.519, -1.106], [-0.761, -1.294, -1.202], [0.495, -1.190, -1.090], [0.125, -1.105, -1.021], [1.131, 1.019, -0.060], [2.105, -1.169, 0.432], [-0.352, 0.636, 0.758], [0.294, 0.465, -1.511], [0.215, 0.544, -0.115], [-0.865, -0.597, -0.997], [0.392, -0.753, 0.511], [-0.887, 0.172, -0.332], [0.387, 0.224, 0.159], [1.538, -0.724, -0.392]]
}

---

| no. | largest force on an atom (eV/A) |
| --- | --- |
| 1 | 10.13 |
| 2 | 1.39 |
| 3 | 5.54 |
| 4 | 4.18 |